Below is 10 unconnected molecules or ions with the total composition C20H57O12 at a distorted geometry, with properties calculated with wB97M-V/def2-TZVPD.

```
89
Properties=species:S:1:pos:R:3:forces:R:3
C -0.222921 -0.079336 -0.323573 -1.7 -1.1 1.1
O 0.215025 -0.807206 -1.204120 0.4 -1.9 -1.2
O -1.110327 -0.584442 0.652094 0.3 -1.7 -2.2
O 0.037576 1.101943 -0.237666 0.5 2.8 1.2
H -1.374423 -1.496437 0.265874 0.5 1.4 1.2
C 1.282599 4.095320 -1.247115 1.6 -2.2 0.2
O 0.056340 3.864092 -0.491292 2.6 3.7 -0.9
H 1.174444 4.525086 -2.210265 -1.0 0.3 -1.1
H 1.980045 3.200556 -1.405235 -1.8 0.0 0.0
H 2.156711 4.646427 -0.900508 -0.9 1.2 1.7
H -0.070430 2.954093 -0.500423 -0.4 -2.9 0.0
C -3.211064 1.584115 1.404129 3.7 2.4 -1.2
O -2.720770 2.053577 0.123881 -1.5 0.4 -0.2
H -2.282521 1.402867 1.959605 -0.5 -0.3 0.6
H -3.755100 0.703664 1.328320 -1.6 -1.3 0.1
H -3.592782 2.535936 1.719412 -1.3 -0.3 1.0
H -2.056707 1.478334 -0.207669 1.0 -0.8 -0.2
C 2.938379 0.557090 -3.500767 -2.7 1.0 5.5
O 1.579906 0.246696 -3.537046 -2.7 -1.1 2.9
H 2.933000 1.488701 -2.908013 1.3 0.0 -0.5
H 3.263431 0.603578 -4.414993 2.1 0.6 -5.1
H 3.397392 -0.211026 -2.945083 1.3 -0.8 0.7
H 1.276983 0.099981 -2.513331 0.6 0.2 -3.3
C 1.432036 -3.418272 -3.023115 -0.8 1.7 -2.7
O 0.769826 -3.329216 -1.787932 0.1 -2.0 -0.4
H 1.178682 -4.258756 -3.698206 -0.1 -0.5 1.3
H 2.527988 -3.369929 -2.974013 -0.2 0.1 0.3
H 1.054903 -2.600697 -3.757784 0.9 -0.6 1.4
H 0.659553 -2.416436 -1.535431 0.1 1.3 0.1
C 3.349426 -2.052456 0.483082 -5.1 0.0 1.8
C 3.338187 -0.533716 0.872991 0.8 -2.4 -0.9
C 4.739390 -0.092246 1.174207 1.2 -0.3 -1.7
O 2.827645 0.247982 -0.134120 3.5 0.8 -1.4
H 2.234648 -2.676780 0.393637 2.8 2.3 0.4
H 3.877160 -2.598226 1.201505 1.2 -1.0 0.8
H 3.681241 -2.056235 -0.463602 1.8 -0.6 -3.4
H 2.717440 -0.501699 1.702770 -1.0 0.7 2.1
H 4.764632 0.944063 1.426616 -0.1 0.8 0.2
H 5.462303 -0.209940 0.250664 -1.4 -0.1 1.7
H 5.088481 -0.640078 2.028668 0.6 -0.4 0.3
H 1.931532 0.270690 -0.049787 -3.9 0.4 0.0
C -1.808030 2.715490 -3.284593 3.4 -1.8 -2.0
C -1.770320 1.239741 -3.543777 0.4 -1.4 -2.7
C -3.110180 0.515010 -4.020807 4.3 1.5 -4.5
O -0.939658 1.030974 -4.691500 2.5 -0.5 0.0
H -2.456436 2.725204 -2.578080 -4.5 1.4 4.9
H -2.040629 3.297486 -4.108292 -0.8 0.9 -1.8
H -0.867568 3.071095 -2.901908 0.5 -0.1 0.2
H -1.300933 0.737310 -2.685760 -0.5 -0.1 0.0
H -3.646135 1.101275 -4.803780 0.7 0.0 0.3
H -3.732296 0.461653 -3.296604 -4.3 -0.8 5.2
H -2.928816 -0.471925 -4.497280 0.3 0.6 0.6
H 0.037399 0.932145 -4.424335 -1.9 0.1 -0.2
C 0.448198 -2.188177 3.830463 0.0 3.8 -4.2
C -0.642114 -1.258464 4.269175 -2.6 0.8 -0.4
C -1.608998 -1.762007 5.423475 4.9 -1.3 -0.1
O 0.076820 -0.213338 4.776536 0.6 2.9 0.6
H 0.166224 -3.118117 3.758504 -2.3 -5.3 -2.3
H 1.011084 -2.435506 4.591895 3.3 0.2 4.8
H 1.230304 -1.846116 3.023990 -2.1 -0.5 1.2
H -1.363768 -0.729331 3.458258 1.5 -2.0 1.1
H -2.147862 -0.968777 5.821794 -1.3 1.3 0.3
H -0.923471 -2.148695 6.282436 -1.0 0.6 -1.3
H -2.104058 -2.612350 5.068431 -1.5 -1.0 -0.3
H 0.216005 0.315104 3.965571 0.6 0.5 0.6
C 0.488656 3.049446 4.069975 -4.6 0.2 -5.0
C 0.927240 2.681341 2.617790 2.7 1.7 2.6
C 2.495332 2.874004 2.604762 1.2 1.2 -1.0
O 0.694422 1.308850 2.562379 -1.0 -0.4 -2.1
H 0.493955 4.076411 4.158503 0.8 2.2 1.1
H 0.888140 2.376277 4.686283 2.1 -1.9 2.9
H -0.629952 2.809434 4.073325 1.2 0.2 0.1
H 0.483777 3.347869 1.824000 0.1 -1.2 0.7
H 2.996428 2.508692 1.640640 -0.9 0.1 1.3
H 3.047633 2.464385 3.498220 -0.9 -0.2 -0.9
H 2.807430 3.966404 2.643057 -0.7 -0.9 -0.1
H 0.346022 1.248186 1.650516 -0.1 -1.0 0.0
C -3.209719 -3.711950 -2.424214 -3.7 1.6 0.4
C -2.827157 -2.705317 -1.398511 -1.2 1.3 1.7
C -4.068518 -2.361238 -0.440026 -0.2 -1.1 -0.3
O -1.871820 -3.393324 -0.564009 2.8 2.3 -1.8
H -3.467756 -4.750471 -2.070820 -0.1 1.4 -0.3
H -2.424600 -3.701155 -3.040772 3.2 -0.8 -2.7
H -3.953875 -3.063631 -2.999478 0.0 -1.8 0.2
H -2.431364 -1.685386 -1.952872 -0.6 -2.5 1.5
H -4.293249 -3.335708 0.083700 -0.2 0.5 -1.0
H -5.040922 -2.001213 -1.015534 2.2 -0.5 1.4
H -3.775819 -1.804730 0.481932 -0.2 0.6 -1.2
H -0.998904 -3.258526 -1.139023 -1.9 -1.1 1.8
```
Positions in Å, forces in eV/Å.

Calculated values
Total charge ... -1
Multiplicity ... 1
E ... -1698.879680 Eh
Largest force on an atom ... 6.839 eV/A
Frontier orbital gap ... 9.551 eV
ΔE to the lowest compared entry with this formula, charge and spin ... 0.00 kJ/mol

Charge distribution, Löwdin scheme, values in e: number 1, C, carries -0.783; number 2, O, carries 0.006; number 3, O, carries 0.051; number 4, O, carries 0.007; number 5, H, carries 0.111; number 6, C, carries -0.143; number 7, O, carries -0.096; number 8, H, carries 0.047; number 9, H, carries 0.087; number 10, H, carries 0.060; number 11, H, carries -0.030; number 12, C, carries -0.102; number 13, O, carries -0.131; number 14, H, carries 0.065; number 15, H, carries 0.044; number 16, H, carries 0.080; number 17, H, carries 0.001; number 18, C, carries -0.142; number 19, O, carries -0.183; number 20, H, carries 0.087; number 21, H, carries 0.024; number 22, H, carries 0.063; number 23, H, carries 0.130; number 24, C, carries -0.165; number 25, O, carries -0.148; number 26, H, carries 0.069; number 27, H, carries 0.072; number 28, H, carries 0.106; number 29, H, carries 0.000; number 30, C, carries -0.027; number 31, C, carries -0.511; number 32, C, carries -0.050; number 33, O, carries 0.001; number 34, H, carries 0.152; number 35, H, carries 0.041; number 36, H, carries 0.015; number 37, H, carries 0.095; number 38, H, carries 0.047; number 39, H, carries 0.127; number 40, H, carries 0.069; number 41, H, carries -0.008; number 42, C, carries -0.023; number 43, C, carries -0.413; number 44, C, carries -0.020; number 45, O, carries -0.116; number 46, H, carries 0.009; number 47, H, carries 0.069; number 48, H, carries 0.075; number 49, H, carries 0.116; number 50, H, carries 0.089; number 51, H, carries -0.021; number 52, H, carries 0.085; number 53, H, carries 0.084; number 54, C, carries -0.040; number 55, C, carries -0.488; number 56, C, carries -0.031; number 57, O, carries -0.091; number 58, H, carries 0.018; number 59, H, carries 0.023; number 60, H, carries 0.130; number 61, H, carries 0.169; number 62, H, carries 0.041; number 63, H, carries 0.107; number 64, H, carries 0.042; number 65, H, carries 0.042; number 66, C, carries -0.037; number 67, C, carries -0.435; number 68, C, carries -0.061; number 69, O, carries -0.081; number 70, H, carries 0.049; number 71, H, carries 0.025; number 72, H, carries 0.107; number 73, H, carries 0.146; number 74, H, carries 0.074; number 75, H, carries 0.084; number 76, H, carries 0.078; number 77, H, carries 0.066; number 78, C, carries -0.083; number 79, C, carries -0.508; number 80, C, carries -0.060; number 81, O, carries -0.115; number 82, H, carries 0.114; number 83, H, carries 0.019; number 84, H, carries 0.105; number 85, H, carries 0.178; number 86, H, carries 0.075; number 87, H, carries 0.109; number 88, H, carries 0.055; number 89, H, carries 0.108